Below is a molecular structure, C33H46GeN4OPS3SeTi in a non-equilibrium geometry, with properties calculated with wB97M-V/def2-TZVPD.

Each line ends with the Mulliken spin population.
Element x y z (Å)
Ti: 0.95 1.69 0.40  1.616
C: -1.25 1.84 3.57  0.020
C: 0.23 1.87 3.70  0.004
N: 1.07 1.86 2.69  0.013
C: 2.38 1.83 3.12  0.011
C: 2.54 1.83 4.47  -0.001
S: 1.01 1.85 5.22  0.003
C: 3.42 1.86 2.11  0.065
C: 4.76 1.81 2.31  -0.017
S: 5.58 1.97 0.82  0.027
C: 4.09 2.09 -0.01  0.088
N: 3.03 2.00 0.78  -0.038
C: 4.03 2.21 -1.49  0.019
H: -1.53 2.18 2.57  -0.008
H: -1.73 2.46 4.32  0.002
H: -1.61 0.82 3.69  0.002
H: 3.45 1.83 5.03  0.000
H: 5.29 1.70 3.24  -0.001
H: 4.97 2.56 -1.90  0.003
H: 3.23 2.91 -1.77  0.009
H: 3.80 1.24 -1.94  0.002
C: 1.19 1.94 -4.35  0.002
S: 1.08 1.04 -2.81  0.014
C: -0.41 0.13 -3.15  0.003
O: 0.72 2.12 -1.80  0.033
H: 0.27 2.51 -4.51  0.000
H: 1.35 1.23 -5.16  0.000
H: 2.04 2.61 -4.28  0.000
H: -0.22 -0.57 -3.96  0.000
H: -1.21 0.83 -3.41  -0.004
H: -0.65 -0.40 -2.24  0.005
N: 0.44 3.99 0.31  0.016
H: -0.54 4.21 0.19  0.004
H: 0.91 4.31 -0.52  0.002
H: 0.78 4.54 1.09  0.003
C: -6.41 3.24 -0.76  0.000
Ge: -4.86 2.17 -1.27  0.002
C: -5.29 0.27 -1.39  -0.001
C: -4.11 2.77 -2.98  -0.001
C: -3.44 2.45 0.07  -0.001
Se: -1.98 1.15 -0.08  0.061
C: -2.73 -0.16 1.14  0.001
H: -7.20 3.18 -1.50  0.000
H: -6.13 4.28 -0.64  0.000
H: -6.81 2.89 0.19  0.000
H: -5.92 0.09 -2.26  0.000
H: -5.83 -0.08 -0.51  0.000
H: -4.38 -0.32 -1.51  0.001
H: -4.72 2.42 -3.81  0.000
H: -3.10 2.39 -3.10  0.001
H: -4.08 3.86 -3.02  0.000
H: -3.82 2.42 1.10  0.000
H: -3.01 3.44 -0.08  0.001
H: -3.53 -0.72 0.65  0.001
H: -3.12 0.33 2.02  0.000
H: -1.92 -0.84 1.42  -0.003
N: 0.87 -0.27 0.09  -0.110
P: 1.00 -1.80 0.21  0.079
C: 0.29 -2.51 1.73  0.005
C: -0.30 -3.77 1.81  -0.001
C: -0.80 -4.23 3.02  0.000
C: -0.72 -3.44 4.16  0.000
C: -0.13 -2.19 4.09  0.004
C: 0.37 -1.72 2.88  0.006
C: 0.19 -2.69 -1.15  0.013
C: 0.91 -3.16 -2.25  0.001
C: 0.26 -3.66 -3.36  0.000
C: -1.13 -3.71 -3.40  0.000
C: -1.86 -3.25 -2.31  0.000
C: -1.21 -2.74 -1.20  -0.006
C: 2.71 -2.44 0.20  0.011
C: 3.74 -1.53 0.00  -0.020
C: 5.06 -1.95 0.00  0.002
C: 5.36 -3.29 0.19  0.001
C: 4.33 -4.21 0.39  0.001
C: 3.01 -3.79 0.40  -0.002
H: -0.37 -4.39 0.93  0.000
H: -1.26 -5.21 3.07  0.000
H: -1.12 -3.80 5.10  0.000
H: -0.05 -1.57 4.98  0.000
H: 0.82 -0.74 2.81  0.011
H: 2.00 -3.13 -2.23  0.000
H: 0.83 -4.03 -4.21  0.000
H: -1.64 -4.11 -4.26  0.000
H: -2.95 -3.29 -2.32  0.000
H: -1.79 -2.37 -0.36  -0.002
H: 3.48 -0.49 -0.14  0.044
H: 5.86 -1.24 -0.15  0.003
H: 6.39 -3.63 0.19  0.000
H: 4.56 -5.26 0.55  0.000
H: 2.22 -4.51 0.56  0.000

Total charge: +1
Kohn-Sham gap (alpha / beta) in eV: 5.34 / 8.16
Relative energy (zero: lowest compared OMol25 entry of this formula, charge and spin) in eV: 0.056
Expectation value of S²: 2.008
E_tot in eV: -229745.442
Max |F| in hartree/bohr: 0.01990
HOMO energy (alpha / beta) in hartree: -0.2698 / -0.3738
Spin multiplicity: 3


Below is a molecular structure, C33H46N2O2SeZn in a non-equilibrium geometry, with properties calculated with wB97M-V/def2-TZVPD.

Each line ends with the Mulliken charge.
Element x y z (Å)
Zn: 5.61 -17.55 5.52  -0.382
C: 9.15 -24.04 7.70  -1.726
C: 9.06 -22.60 8.32  2.593
C: 8.59 -22.85 9.76  -1.644
C: 10.45 -21.97 8.42  -1.897
C: 8.18 -21.73 7.52  -0.347
C: 8.52 -20.46 7.03  -0.602
C: 7.65 -19.71 6.21  -1.174
Se: 8.12 -17.91 5.61  -0.140
C: 8.03 -17.04 7.34  -0.705
C: 9.16 -17.13 8.15  -0.823
C: 9.16 -16.41 9.32  0.045
C: 8.20 -15.44 9.58  -0.289
C: 7.05 -15.29 8.80  -0.445
C: 6.89 -16.28 7.72  1.961
O: 5.69 -16.53 7.18  -0.890
C: 5.98 -14.24 9.07  2.295
C: 6.29 -13.29 10.22  -2.131
C: 4.62 -14.93 9.44  -1.751
C: 5.86 -13.39 7.81  -1.213
C: 10.27 -16.56 10.35  1.972
C: 11.28 -15.41 10.18  -1.598
C: 11.04 -17.89 10.14  -1.799
C: 9.74 -16.69 11.81  -1.828
C: 6.36 -20.21 5.95  1.786
O: 5.35 -19.51 5.52  -0.502
C: 6.16 -21.66 6.09  -0.398
C: 6.99 -22.33 7.02  -0.402
C: 5.03 -22.40 5.37  2.070
C: 4.97 -22.05 3.88  -1.170
C: 3.70 -21.96 6.03  -1.659
C: 5.18 -23.94 5.55  -1.966
H: 9.87 -24.63 8.33  0.406
H: 9.64 -23.90 6.72  0.368
H: 8.25 -24.56 7.60  0.396
H: 9.34 -23.47 10.25  0.481
H: 7.57 -23.28 9.74  0.303
H: 8.50 -21.92 10.32  0.328
H: 11.12 -22.65 8.98  0.447
H: 10.45 -20.98 8.87  0.137
H: 10.87 -21.79 7.42  0.396
H: 9.51 -20.10 7.22  0.391
H: 10.07 -17.70 7.89  0.297
H: 8.26 -14.77 10.47  0.352
H: 6.28 -13.78 11.20  0.404
H: 5.58 -12.49 10.25  0.448
H: 7.31 -12.82 10.05  0.386
H: 4.76 -15.39 10.44  0.357
H: 4.42 -15.69 8.70  0.261
H: 3.86 -14.15 9.53  0.445
H: 6.83 -13.05 7.52  0.392
H: 5.26 -12.50 7.93  0.488
H: 5.39 -13.93 6.97  -0.152
H: 11.74 -15.39 9.17  0.294
H: 12.10 -15.58 10.93  0.377
H: 10.83 -14.45 10.38  0.386
H: 11.48 -18.01 9.16  0.386
H: 10.36 -18.78 10.25  0.274
H: 11.79 -17.96 10.96  0.473
H: 9.66 -15.76 12.32  0.482
H: 10.47 -17.30 12.34  0.414
H: 8.75 -17.19 11.97  0.309
H: 6.68 -23.31 7.40  0.579
H: 4.80 -20.96 3.89  -0.180
H: 4.23 -22.51 3.28  0.498
H: 5.98 -22.19 3.50  0.378
H: 3.66 -20.86 6.11  0.229
H: 3.57 -22.40 7.01  0.311
H: 2.93 -22.23 5.35  0.483
H: 6.24 -24.24 5.45  0.509
H: 4.62 -24.52 4.74  0.321
H: 4.88 -24.29 6.55  0.285
N: 1.13 -15.58 1.82  -0.545
C: 2.04 -16.05 2.76  0.949
C: 2.54 -15.26 3.81  -0.755
C: 3.63 -15.74 4.58  0.159
N: 4.05 -17.01 4.43  0.013
C: 3.57 -17.83 3.43  -0.038
C: 2.67 -17.36 2.55  -0.505
H: 0.61 -14.74 2.07  0.253
H: 0.52 -16.30 1.52  0.259
H: 2.06 -14.32 4.01  0.334
H: 4.09 -15.17 5.33  0.203
H: 3.96 -18.87 3.44  -0.031
H: 2.37 -18.04 1.74  0.325

Total charge: 0
Kohn-Sham gap in eV: 6.88
Relative energy (zero: lowest compared OMol25 entry of this formula, charge and spin) in eV: 0.838
E_tot in eV: -155807.849
Max |F| in hartree/bohr: 0.06506
HOMO energy in hartree: -0.2556


Below is a molecular structure, C33H46NP3Re in a non-equilibrium geometry, with properties calculated with wB97M-V/def2-TZVPD.

Each line ends with the Mulliken spin population.
Element x y z (Å)
P: 2.59 -2.28 -1.10  0.062
P: 1.37 1.82 -1.53  0.649
C: 2.84 -1.06 -2.54  -0.039
C: 2.86 0.43 -2.32  0.112
H: 2.07 -1.35 -3.27  0.008
H: 3.85 -1.33 -2.92  0.011
H: 3.71 0.75 -1.71  0.006
H: 2.94 0.96 -3.27  0.012
C: 0.43 3.59 -1.59  0.077
H: 1.06 4.32 -1.09  0.004
H: -0.56 3.52 -1.09  -0.010
H: 0.27 3.83 -2.66  0.006
C: 2.53 2.46 -0.35  0.049
H: 2.03 2.72 0.57  -0.003
H: 2.87 3.32 -0.93  0.021
H: 3.37 1.80 -0.13  -0.011
C: 3.17 -3.88 -1.76  0.001
H: 3.05 -4.68 -1.03  0.000
H: 4.18 -3.83 -2.20  0.002
H: 2.50 -4.13 -2.61  0.000
C: 3.49 -1.86 0.45  -0.001
H: 3.50 -0.78 0.61  0.002
H: 4.50 -2.25 0.53  0.001
H: 2.91 -2.24 1.30  0.002
Re: -1.53 -0.80 -1.58  1.443
C: -0.98 0.82 -3.19  0.030
C: -2.33 0.54 -2.76  -0.035
C: -3.27 0.04 -3.82  0.018
C: -3.45 -1.51 -3.79  -0.008
C: -2.35 -2.15 -2.93  0.321
C: -0.95 -1.93 -3.20  -0.116
C: -0.33 -1.32 -4.50  0.017
C: -0.31 0.22 -4.43  -0.012
C: -1.08 -2.63 -0.57  0.016
H: -0.79 1.92 -3.21  0.006
H: -2.68 1.22 -2.00  -0.041
H: -2.82 0.34 -4.77  -0.002
H: -4.19 0.60 -3.84  -0.001
H: -4.42 -1.69 -3.33  0.005
H: -3.57 -1.94 -4.81  0.036
H: -2.67 -3.14 -2.56  -0.008
H: -0.29 -2.77 -2.98  0.023
H: -0.79 -1.70 -5.44  0.002
H: 0.73 -1.64 -4.60  0.004
H: 0.75 0.56 -4.44  -0.004
H: -0.76 0.61 -5.35  -0.002
H: -0.49 -2.45 0.33  -0.012
H: -0.60 -3.43 -1.13  0.012
H: -2.08 -2.98 -0.22  -0.022
N: -1.17 -0.06 0.10  0.351
P: -0.76 0.37 1.65  -0.022
C: 0.77 1.30 2.12  0.028
C: 1.99 0.59 2.10  -0.018
C: 3.19 1.12 2.58  -0.001
C: 3.19 2.40 3.16  0.004
C: 1.99 3.12 3.21  0.000
C: 0.80 2.58 2.73  0.005
C: -2.06 1.42 2.40  0.016
C: -2.46 1.34 3.75  -0.001
C: -3.34 2.28 4.28  0.000
C: -3.86 3.29 3.48  0.002
C: -3.52 3.35 2.12  -0.002
C: -2.61 2.43 1.58  0.007
C: -0.61 -0.99 2.88  -0.002
C: -1.39 -2.14 2.70  0.000
C: -1.53 -3.08 3.72  0.002
C: -0.86 -2.93 4.93  0.000
C: 0.02 -1.85 5.09  0.000
C: 0.14 -0.89 4.08  -0.001
H: 1.96 -0.44 1.74  0.000
H: 4.14 0.56 2.48  0.000
H: 4.13 2.83 3.52  0.000
H: 2.00 4.09 3.69  0.000
H: -0.12 3.15 2.83  0.002
H: -2.15 0.51 4.38  0.000
H: -3.67 2.21 5.31  0.000
H: -4.54 4.04 3.89  0.000
H: -3.99 4.08 1.47  0.000
H: -2.39 2.42 0.51  -0.006
H: -1.86 -2.31 1.74  0.005
H: -2.19 -3.94 3.56  0.000
H: -1.02 -3.64 5.75  0.000
H: 0.64 -1.77 5.98  0.000
H: 0.81 -0.06 4.27  0.001

Total charge: +2
Kohn-Sham gap (alpha / beta) in eV: 5.90 / 4.39
Relative energy (zero: lowest compared OMol25 entry of this formula, charge and spin) in eV: 5.697
Expectation value of S²: 3.783
E_tot in eV: -66429.990
Max |F| in hartree/bohr: 0.20274
HOMO energy (alpha / beta) in hartree: -0.4718 / -0.4683
Spin multiplicity: 4


| no. | molecular weight (g mol⁻¹) |
| --- | --- |
| 1 | 841.37 |
| 2 | 647.09 |
| 3 | 735.87 |